The following is a quantum chemistry calculation of 2 unconnected molecules or ions with the total composition C10H16N4, from the Open Molecules 2025 dataset.

The geometry in XYZ format:
```
30
Properties=species:S:1:pos:R:3:nbo_charge:R:1
N 1.61344 2.65154 -0.25340 -0.309
N -0.71217 -1.09777 -0.63589 0.025
N -1.04242 -1.01501 0.52043 -0.248
N 3.97691 0.65270 -2.92852 -0.315
C -1.64734 0.11452 1.23617 0.076
C 3.28508 0.49411 -2.02099 0.284
C 1.96844 1.63207 -0.61940 0.284
C -0.60546 0.46108 2.30532 -0.594
C 2.88998 -0.60515 0.31502 -0.576
C -0.32993 -1.44259 -3.00772 -0.701
C -2.81881 -0.37293 2.03819 -0.596
C -1.91120 1.39628 0.36354 -0.623
C 2.43303 0.31292 -0.85158 -0.464
C -0.06766 -1.15694 -1.61999 0.097
H -0.07832 1.23957 1.93026 0.210
H 1.42159 -0.22568 -1.38877 0.309
H 0.02352 -0.49918 2.57332 0.217
H -1.47438 -1.29923 -3.24449 0.232
H -0.03451 -2.44146 -3.28337 0.252
H -3.35654 -1.04544 1.55887 0.208
H -2.55272 -0.91738 2.89165 0.214
H 2.03715 -0.78404 0.86202 0.226
H -1.06024 0.81710 3.24509 0.211
H -3.44288 0.44328 2.52599 0.213
H -1.10501 1.57441 -0.41536 0.223
H 3.51584 -1.43894 0.03188 0.238
H -2.70160 1.25222 -0.23534 0.204
H 3.56922 -0.01961 0.90955 0.223
H -2.15594 2.25748 0.99180 0.227
H 0.36292 -0.93792 -3.79428 0.253
```

Output
Kohn-Sham gap: 0.3201 Ha
total energy: -609.4452 Ha
energy above the lowest of the compared OMol25 structures with the same formula, charge and spin: 532.7 kJ/mol